Entry 1:
{
  "formula": "C23H23N2O",
  "method": "ωB97M-V with the def2-TZVPD basis set",
  "homo_energy_ev": -10.792,
  "orbital_gap_ev": 5.9,
  "charge": 1,
  "fmax_ev_per_a": 1.593,
  "elements": ["C", "C", "C", "C", "C", "C", "C", "N", "C", "C", "N", "H", "H", "H", "H", "H", "H", "H", "H", "H", "H", "C", "O", "C", "C", "C", "C", "C", "C", "C", "C", "C", "C", "C", "C", "C", "H", "H", "H", "H", "H", "H", "H", "H", "H", "H", "H", "H", "H"],
  "coordinates": [[0.98266, 4.26079, -0.19679], [-0.05586, 3.49343, 0.56946], [-0.24088, 2.11869, 0.33790], [-1.20037, 1.41682, 1.07659], [-1.96720, 2.13867, 2.02019], [-1.81672, 3.49467, 2.26685], [-0.83855, 4.16710, 1.52717], [-2.82542, 1.20383, 2.58143], [-2.57509, -0.00246, 2.00255], [-3.38223, -1.16235, 2.43566], [-1.60526, 0.07894, 1.09586], [0.96747, 5.31450, 0.10365], [1.99141, 3.86812, -0.01178], [0.80637, 4.21015, -1.27951], [0.34133, 1.57305, -0.40599], [-2.44875, 3.97905, 3.01303], [-0.66311, 5.23371, 1.67963], [-3.52969, 1.38268, 3.29136], [-3.04756, -2.05769, 1.90765], [-3.27189, -1.31279, 3.51916], [-4.44469, -0.97734, 2.21964], [2.26164, 1.19635, -5.14866], [0.91452, 0.83521, -4.77524], [0.70978, 0.00299, -3.72410], [-0.64562, -0.21851, -3.36365], [-0.94240, -0.87733, -2.20232], [0.08408, -1.41363, -1.36043], [-0.31056, -1.90685, -0.09868], [0.50629, -2.56497, 0.86512], [-0.06915, -3.54476, 1.73114], [0.70377, -4.20008, 2.67851], [2.07682, -3.92252, 2.78859], [2.66008, -2.94710, 1.96638], [1.88367, -2.24452, 1.05023], [1.42624, -1.37635, -1.86716], [1.74670, -0.62076, -2.98226], [2.11417, 1.80904, -6.03812], [2.74943, 1.78404, -4.35746], [2.86779, 0.31145, -5.39010], [-1.41858, 0.18599, -4.01241], [-1.97878, -1.00532, -1.89402], [-1.38450, -1.90936, 0.08179], [-1.12706, -3.78849, 1.60863], [0.24856, -4.94258, 3.33711], [2.68948, -4.46069, 3.51250], [3.72826, -2.72999, 2.04193], [2.32299, -1.42717, 0.47614], [2.21770, -1.94394, -1.37866], [2.78873, -0.50169, -3.29852]],
  "forces_ev_per_a": [[0.2, 0.1, -0.2], [-0.3, -0.7, 0.1], [-0.1, 0.0, 0.1], [-0.5, 0.7, 0.7], [0.1, -0.2, -0.1], [0.2, 0.2, -0.1], [-0.3, -0.4, 0.2], [0.0, 0.2, 0.1], [0.8, 1.1, -0.4], [0.0, -0.4, -0.1], [-0.6, -0.1, 0.5], [0.1, -0.2, -0.1], [-0.2, 0.1, 0.0], [0.0, 0.0, 0.2], [0.0, 0.3, 0.1], [0.3, 0.1, -0.3], [-0.1, -0.3, 0.0], [0.3, -0.1, -0.3], [-0.2, 0.0, 0.2], [0.0, -0.1, -0.3], [0.3, -0.2, 0.0], [-0.1, 0.0, 0.0], [0.0, -1.1, 1.2], [0.1, 0.7, -0.3], [0.2, 0.1, -0.2], [0.2, 0.0, 0.0], [0.1, 0.1, -0.1], [-0.2, -0.7, -1.1], [0.9, -0.1, 1.3], [0.1, 0.5, -0.4], [0.2, 0.0, 0.0], [-0.3, 0.2, -0.4], [-0.1, 0.0, 0.0], [-0.4, -0.3, -0.1], [-0.1, 0.4, -0.1], [-0.1, 0.0, 0.0], [0.2, -0.1, 0.1], [-0.2, -0.2, -0.2], [-0.3, 0.2, 0.0], [0.1, 0.0, 0.2], [0.2, 0.2, 0.0], [0.4, -0.2, -0.1], [0.3, 0.1, 0.1], [0.1, 0.2, -0.3], [-0.2, 0.2, -0.2], [-0.4, 0.0, 0.1], [-0.1, -0.3, 0.4], [-0.3, 0.3, -0.2], [-0.5, -0.2, 0.1]],
  "mulliken_charge": [-1.3493, 0.6767, -0.4801, 0.0822, 0.7060, -1.2176, -0.5699, -0.1097, 0.2688, -1.2497, 0.1486, 0.3481, 0.3115, 0.2956, 0.4666, 0.3542, 0.3062, 0.2336, 0.1478, 0.3433, 0.3624, -0.8034, -0.4054, 0.9543, -0.6874, -0.5113, 0.3260, -0.3467, 0.8861, -0.3358, -0.7486, -0.3130, -0.8930, -0.2574, -0.9121, -0.5139, 0.2539, 0.3472, 0.3448, 0.4412, 0.3771, 0.2090, 0.3692, 0.3943, 0.3991, 0.3814, 0.6868, 0.8840, 0.3979]
}


Entry 2:
{
  "formula": "C23H23N2O2S2",
  "method": "ωB97M-V with the def2-TZVPD basis set",
  "homo_energy_ev": -4.036,
  "orbital_gap_ev": 4.9,
  "charge": -1,
  "fmax_ev_per_a": 2.885,
  "elements": ["C", "C", "C", "N", "C", "S", "S", "C", "H", "H", "H", "H", "H", "H", "H", "H", "O", "C", "O", "C", "C", "C", "C", "C", "C", "C", "C", "N", "C", "C", "C", "C", "C", "C", "C", "C", "C", "H", "H", "H", "H", "H", "H", "H", "H", "H", "H", "H", "H", "H", "H", "H"],
  "coordinates": [[-5.45619, 3.57358, -2.73054], [-5.34492, 2.09127, -3.13664], [-3.89016, 1.65324, -2.86066], [-3.26877, 2.81045, -2.25596], [-1.95228, 2.78137, -1.86399], [-1.18450, 1.27261, -1.86060], [-1.25864, 4.21197, -1.30546], [-4.03490, 4.03741, -2.34557], [-5.87305, 4.19114, -3.52971], [-6.11129, 3.68041, -1.86167], [-6.02595, 1.46350, -2.55275], [-5.57858, 1.93923, -4.19601], [-3.85111, 0.76505, -2.20810], [-3.39992, 1.37106, -3.80961], [-3.64207, 4.71501, -3.12094], [-4.03057, 4.60288, -1.40265], [5.74381, 0.82223, 1.01538], [5.62435, -0.39634, 1.19405], [5.79107, -1.23172, 2.09330], [4.98263, -1.10205, -0.10569], [5.44669, -2.55168, -0.26879], [4.30681, -3.34109, 0.27776], [3.21078, -2.49504, 0.53481], [2.01723, -3.01316, 1.04105], [1.94968, -4.38162, 1.32555], [3.04655, -5.22443, 1.07395], [4.23850, -4.70154, 0.55836], [3.58221, -1.17757, 0.23387], [2.78685, -0.09424, 0.23262], [1.64034, -0.01831, 1.01763], [0.50954, 0.72170, 0.70150], [-0.64365, 0.72167, 1.54411], [-1.75843, 1.55263, 1.27308], [-3.00073, 1.29515, 1.82746], [-3.10472, 0.38147, 2.89280], [-1.95993, -0.29899, 3.33669], [-0.75191, -0.15947, 2.65832], [5.15622, -0.45932, -0.96594], [5.60569, -2.74440, -1.33800], [6.37743, -2.74799, 0.27186], [1.17174, -2.35668, 1.22321], [1.03785, -4.79874, 1.74888], [2.95934, -6.29534, 1.26910], [5.11537, -5.32796, 0.36897], [3.10297, 0.76060, -0.36891], [1.66667, -0.57784, 1.95828], [0.51090, 1.32559, -0.21602], [-1.62112, 2.39258, 0.58542], [-3.87800, 1.83741, 1.46431], [-4.06900, 0.20374, 3.37131], [-2.00230, -0.94311, 4.21853], [0.11148, -0.73633, 2.99206]],
  "forces_ev_per_a": [[0.0, 0.0, 0.3], [0.0, -0.2, -0.1], [-0.7, -0.2, -0.4], [0.9, -0.1, 0.3], [-0.8, 0.0, 0.1], [0.1, -0.3, -0.8], [0.3, 0.3, 0.1], [-0.6, 0.2, -0.4], [0.0, -0.1, 0.1], [0.0, 0.0, -0.1], [0.0, 0.2, -0.2], [-0.1, 0.1, 0.2], [0.2, 0.5, -0.2], [0.1, 0.1, 0.4], [0.2, -0.2, 0.2], [0.2, -0.3, -0.3], [0.2, -0.1, 0.9], [-0.4, -0.6, -1.2], [0.4, 0.8, 0.5], [1.2, 0.0, 0.1], [0.1, 0.3, -0.5], [-0.5, -0.2, 0.3], [0.4, -1.5, 0.7], [0.1, 0.1, 0.1], [0.5, -0.1, -0.3], [-0.2, 0.3, 0.0], [-0.3, 0.3, -0.1], [-2.0, 2.0, -0.6], [1.5, -1.1, -0.5], [-2.1, 0.5, 0.6], [2.7, 0.0, 0.3], [-1.4, -0.2, 1.5], [0.6, -0.1, -0.7], [0.0, -0.1, 1.0], [0.3, 0.1, -0.5], [0.0, 0.2, 0.0], [-0.3, 0.3, -0.5], [-0.2, 0.0, 0.0], [0.0, -0.3, 0.1], [-0.2, 0.2, 0.0], [0.1, -0.4, 0.0], [0.2, 0.1, -0.2], [0.1, 0.3, 0.0], [-0.4, 0.1, 0.1], [0.2, -0.3, 0.1], [0.0, 0.1, -0.6], [-0.2, -0.2, 0.4], [-0.2, -0.4, 0.0], [0.3, -0.1, 0.3], [0.3, 0.0, -0.1], [-0.1, 0.1, -0.3], [-0.4, 0.1, -0.1]],
  "mulliken_charge": [-0.4884, -0.4566, -0.6805, 0.1682, 0.0761, -0.3980, -0.4849, -0.7230, 0.2811, 0.2301, 0.2328, 0.2790, 0.3241, 0.2791, 0.3273, 0.3218, -0.7074, 0.5642, -0.6936, -0.4404, -0.8827, 0.6314, 0.5283, -0.8549, -0.7245, -0.4629, -0.7355, 0.2040, -0.5805, -1.3026, 0.0841, 0.3962, -0.1603, -0.4820, -0.3746, -0.6729, -0.5578, 0.5268, 0.2901, 0.3835, 0.7549, 0.4022, 0.3499, 0.3933, 0.4873, 0.8939, 0.5101, 0.4421, 0.4176, 0.3511, 0.3636, 0.3699]
}


Entry 3:
{
  "formula": "C23H23N5O4",
  "method": "ωB97M-V with the def2-TZVPD basis set",
  "homo_energy_ev": -7.969,
  "orbital_gap_ev": 7.8,
  "charge": 0,
  "fmax_ev_per_a": 3.531,
  "smiles": "[O-][N+]([O-])=C1C=Nc2no[n+]([O-])c2[C@@H]1[N@+]12CC[C@H](CC1)C[C@@H]2Cc1cccc2ccccc12",
  "elements": ["O", "N", "O", "C", "C", "N", "C", "N", "O", "N", "O", "C", "C", "N", "C", "C", "C", "C", "C", "C", "C", "C", "C", "C", "C", "C", "C", "C", "C", "C", "C", "C", "H", "H", "H", "H", "H", "H", "H", "H", "H", "H", "H", "H", "H", "H", "H", "H", "H", "H", "H", "H", "H", "H", "H"],
  "coordinates": [[2.42634, -0.38049, -1.39007], [1.73259, -1.44706, -1.55989], [1.84411, -2.10886, -2.61143], [0.92356, -1.89748, -0.47024], [0.19457, -3.08703, -0.70869], [-0.12551, -3.98879, 0.21437], [0.16210, -3.69434, 1.46962], [0.03177, -4.57927, 2.52057], [0.53335, -3.86720, 3.61015], [1.03275, -2.59276, 3.19979], [1.68111, -1.92430, 4.01062], [0.68164, -2.41619, 1.88148], [1.32689, -1.45752, 0.93913], [1.17609, -0.05958, 1.33059], [0.16279, 0.19368, 2.42442], [0.20912, 1.65757, 2.85823], [1.37829, 2.39562, 2.18674], [2.65406, 1.66003, 2.59164], [2.61026, 0.31251, 1.90133], [1.40209, 2.27281, 0.65519], [0.77292, 0.94913, 0.22177], [-0.73517, 1.20026, 0.00305], [-1.64757, 0.42489, -0.91389], [-2.75666, -0.19207, -0.33333], [-3.79869, -0.70310, -1.12439], [-3.72608, -0.61180, -2.50397], [-2.67924, 0.09596, -3.13590], [-2.71524, 0.34627, -4.52885], [-1.81972, 1.21956, -5.12210], [-0.85511, 1.87376, -4.32882], [-0.75577, 1.59285, -2.96877], [-1.62990, 0.67541, -2.33309], [-0.12483, -3.32571, -1.73077], [2.41978, -1.69890, 0.98562], [0.40105, -0.42122, 3.28093], [-0.79957, -0.16889, 2.04494], [0.34054, 1.65041, 3.95442], [-0.73800, 2.15732, 2.64544], [1.38601, 3.44836, 2.48172], [3.53782, 2.20816, 2.23461], [2.75939, 1.50149, 3.67220], [2.85122, -0.48437, 2.60959], [3.27297, 0.25147, 1.03231], [2.43651, 2.25275, 0.27981], [0.90669, 3.11154, 0.14939], [1.26113, 0.60899, -0.70386], [-0.78597, 2.23514, -0.38135], [-1.23477, 1.24004, 0.97449], [-2.85835, -0.22511, 0.75097], [-4.66475, -1.14807, -0.63920], [-4.50814, -1.03527, -3.13564], [-3.48872, -0.15175, -5.11692], [-1.86659, 1.40141, -6.19497], [-0.18912, 2.59966, -4.79675], [-0.00603, 2.13008, -2.38225]],
  "forces_ev_per_a": [[-0.3, -1.9, -0.4], [0.9, -0.1, -0.1], [-0.7, 1.0, 1.4], [0.3, 0.5, -0.8], [-0.2, -0.8, 1.0], [-0.9, 0.1, -2.3], [0.0, -0.7, 2.9], [0.6, 2.9, -1.9], [0.4, 0.9, -0.3], [-0.7, -0.9, -1.9], [-0.5, -0.3, -0.3], [0.8, -1.8, 2.6], [0.9, -2.4, -1.5], [0.3, 2.4, 1.0], [0.0, -0.8, 0.2], [-0.2, 0.3, 0.1], [0.5, 0.1, 0.2], [0.2, 0.3, 0.3], [-0.4, -0.5, -0.4], [0.0, 0.1, -0.4], [-0.3, 0.5, -0.9], [-0.3, 0.4, 0.3], [-0.8, 0.1, 0.2], [0.8, 0.3, -0.7], [-0.1, -0.2, -0.8], [-0.3, -0.3, 0.7], [0.6, 0.3, 0.4], [0.4, 0.3, -0.4], [-0.4, -0.5, 0.3], [0.1, -0.2, 0.8], [0.3, 0.3, -0.7], [-0.8, -0.4, -0.1], [0.4, 0.2, 0.4], [-0.6, 0.6, 0.1], [0.3, -0.1, 0.0], [0.3, 0.2, 0.2], [0.0, 0.3, -0.5], [0.1, 0.0, 0.0], [0.1, -0.2, 0.1], [-0.2, -0.1, 0.2], [-0.2, 0.2, -0.2], [-0.2, 0.1, -0.3], [-0.3, -0.1, 0.1], [-0.2, 0.4, 0.3], [0.1, -0.3, 0.2], [-0.4, 0.2, 0.7], [0.1, -0.4, 0.3], [-0.1, 0.2, -0.5], [0.1, -0.1, -0.2], [0.2, 0.0, -0.2], [0.1, 0.1, 0.2], [0.2, 0.2, 0.1], [0.0, 0.0, 0.3], [-0.1, -0.2, 0.2], [-0.2, -0.3, -0.2]],
  "mulliken_charge": [-0.7059, 1.1455, -0.7306, -1.1270, -0.4563, -0.6680, 0.5435, -0.6055, -0.2313, 0.7855, -0.7339, -0.7361, 1.1815, 1.5238, -1.1851, -1.3746, 0.1986, -1.2438, -1.0304, -1.3552, 0.6768, -1.5467, 0.5469, -0.4385, -0.9728, -0.9189, 0.7034, -0.7956, -0.5505, -0.9131, -0.4558, 0.8026, 0.4751, 0.4699, 0.8779, 0.5698, 0.5596, 0.3641, 0.4397, 0.4196, 0.4160, 0.5459, 0.5337, 0.3695, 0.4577, 0.7283, 0.6298, 0.3155, 0.3671, 0.3973, 0.3631, 0.3563, 0.3767, 0.3926, 0.2425]
}


LUMO (computed, eV): -4.9, 0.9, -0.1
Energy above the lowest of the compared OMol25 structures with the same formula, charge and spin (computed, eV): 0.0000, 0.0000, 10.2722